[1]
Entry from OMol25: one molecule with the formula C6H12O at a distorted geometry (the ωB97M-V functional and the def2-TZVPD basis).

Values from the calculation:
structure (SMILES) = CC[C@H]1C[C@]1(C)O
highest occupied orbital energy = -9.6461 eV
net charge = 0
HOMO-LUMO gap = 10.656 eV
E_LUMO = 1.01 eV
relative energy (zero: lowest compared OMol25 entry of this formula, charge and spin) = 32.6 kcal per mole
M = 100.2 g/mol

Each line ends with the Löwdin charge.
Cartesian coordinates (Å):
C 2.050 -0.154 0.985  -0.1137
C 1.410 -0.525 -0.351  -0.2302
C 0.304 0.485 -0.743  -0.2065
C -0.830 0.067 -1.634  -0.0679
C -1.170 0.415 -0.239  -0.4575
C -1.566 -0.588 0.877  -0.0174
O -2.066 1.551 -0.139  -0.0309
H 2.809 -0.880 1.297  0.0696
H 1.287 -0.101 1.769  0.0640
H 2.532 0.830 0.928  0.0732
H 0.983 -1.535 -0.297  0.0989
H 2.212 -0.607 -1.117  0.1143
H 0.728 1.484 -0.917  0.1394
H -0.859 -0.967 -1.973  0.1138
H -1.121 0.797 -2.394  0.1157
H -2.646 -0.808 0.973  0.0828
H -1.268 -0.165 1.856  0.0788
H -1.050 -1.542 0.741  0.0693
H -1.754 2.288 0.424  0.1043

***

[2]
Entry from OMol25: one molecule with the formula C22H24N6O2S (the ωB97M-V functional and the def2-TZVPD basis).

Values from the calculation:
structure (SMILES) = Cc1ccccc1NC(=O)CSc1nc(Nc2ccccc2)nc(N2CCOCC2)n1
highest occupied orbital energy = -8.3557 eV
net charge = 0
HOMO-LUMO gap = 8.982 eV
E_LUMO = 0.63 eV
relative energy (zero: lowest compared OMol25 entry of this formula, charge and spin) = 0.0 kcal per mole
M = 436.5 g/mol

Each line ends with the Löwdin charge.
Cartesian coordinates (Å):
C -2.227 -1.307 -1.897  -0.0357
C -0.783 -1.665 -1.694  -0.2157
C -0.442 -2.854 -1.067  -0.0569
C 0.879 -3.206 -0.852  -0.0917
C 1.889 -2.368 -1.287  -0.0852
C 1.579 -1.176 -1.914  -0.0198
C 0.252 -0.811 -2.103  -0.1870
N -0.092 0.446 -2.626  0.1186
C 0.698 1.558 -2.631  -0.5502
O 1.898 1.571 -2.774  0.0682
C -0.092 2.859 -2.493  -0.3433
S -1.430 2.704 -1.257  0.9780
C -0.606 1.630 -0.124  -0.6656
N -1.373 0.780 0.526  0.1144
C -0.693 -0.131 1.234  -0.3689
N -1.342 -1.127 1.871  0.1433
C -2.686 -1.485 1.853  -0.2365
C -3.021 -2.756 2.321  -0.0374
C -4.337 -3.174 2.329  -0.0929
C -5.339 -2.332 1.874  -0.1023
C -5.010 -1.067 1.418  -0.0810
C -3.696 -0.636 1.408  -0.0350
N 0.632 -0.173 1.339  0.2064
C 1.300 0.765 0.662  -0.3396
N 2.631 0.752 0.696  -0.0423
C 3.377 -0.158 1.530  -0.1174
C 4.192 0.662 2.539  -0.1841
O 5.016 1.600 1.886  -0.1309
C 4.258 2.493 1.098  -0.1778
C 3.448 1.742 0.036  -0.1137
N 0.702 1.706 -0.094  0.1351
H -2.496 -0.429 -1.308  0.0566
H -2.863 -2.126 -1.570  0.0833
H -2.439 -1.108 -2.948  0.0879
H -1.234 -3.510 -0.732  0.1089
H 1.116 -4.134 -0.353  0.0982
H 2.923 -2.638 -1.136  0.1017
H 2.358 -0.510 -2.245  0.1019
H -1.088 0.629 -2.600  0.0881
H -0.584 3.123 -3.430  0.0848
H 0.590 3.656 -2.202  0.0840
H -0.709 -1.795 2.293  0.1477
H -2.240 -3.415 2.675  0.1086
H -4.582 -4.162 2.692  0.1020
H -6.367 -2.660 1.878  0.0979
H -5.785 -0.402 1.067  0.1036
H -3.442 0.350 1.058  0.0876
H 2.679 -0.825 2.031  0.1134
H 4.059 -0.736 0.896  0.1306
H 4.859 0.018 3.113  0.1265
H 3.503 1.179 3.225  0.1299
H 4.975 3.170 0.631  0.1277
H 3.574 3.070 1.739  0.1303
H 2.807 2.415 -0.530  0.1096
H 4.129 1.231 -0.652  0.1358

***

[3]
Entry from OMol25: C17H20N3O3S4SeSiV as an isolated structure at a distorted geometry (the ωB97M-V functional and the def2-TZVPD basis).

Values from the calculation:
spin multiplicity = 3
highest occupied orbital energy (spin up / spin down) = -1.6590 / -1.6620 eV
net charge = -2
HOMO-LUMO gap (spin up / spin down) = 5.729 / 5.742 eV
E_LUMO (spin up / spin down) = 4.07 / 4.08 eV
relative energy (zero: lowest compared OMol25 entry of this formula, charge and spin) = 30.8 kcal per mole
⟨S²⟩ = 2.028
M = 600.6 g/mol

Each line ends with the Mulliken spin population.
Cartesian coordinates (Å):
V 0.194 -1.592 -0.233  2.0928
S -0.570 -0.659 1.668  -0.0685
C 0.741 -0.894 2.785  0.0170
C 0.607 -0.306 4.099  0.0020
N 0.463 0.151 5.146  0.0088
C 1.819 -1.640 2.472  0.0026
S 1.967 -2.424 0.921  -0.0502
C 2.886 -1.863 3.420  0.0015
N 3.750 -2.072 4.150  0.0030
C -0.370 2.232 -2.161  0.0026
S -1.766 1.138 -1.835  0.0080
C -2.016 0.487 -3.498  -0.0001
H -0.711 3.167 -2.606  0.0002
H 0.334 1.736 -2.828  -0.0008
H 0.132 2.420 -1.205  -0.0017
H -1.091 0.040 -3.867  -0.0003
H -2.340 1.274 -4.182  0.0001
H -2.786 -0.283 -3.440  -0.0003
O -3.215 6.954 2.427  0.0000
C -1.918 6.877 2.860  0.0000
O -1.524 7.765 3.577  0.0000
C -1.131 5.722 2.403  0.0000
C 0.191 5.587 2.853  0.0000
C 0.989 4.541 2.451  0.0002
C 0.533 3.540 1.545  -0.0009
S 1.549 2.294 0.947  0.0023
C -0.827 3.666 1.142  0.0003
C -1.614 4.721 1.547  0.0000
H -3.405 6.172 1.895  0.0000
H 0.571 6.341 3.535  0.0000
H 2.009 4.463 2.809  0.0000
H -1.244 2.902 0.498  0.0002
H -2.635 4.740 1.168  0.0000
O 1.672 -0.425 -3.974  0.0169
C 1.321 -0.619 -2.859  0.0405
N 0.965 -0.801 -1.732  -0.0490
C 1.543 -4.296 -2.452  0.0064
Si 0.189 -5.021 -1.397  0.0071
C 0.946 -5.952 0.022  -0.0001
C -0.776 -6.258 -2.421  -0.0015
Se -1.277 -3.438 -0.710  -0.0432
H 2.191 -5.078 -2.869  0.0006
H 2.164 -3.619 -1.858  0.0028
H 1.117 -3.717 -3.276  0.0004
H 1.605 -6.748 -0.352  0.0008
H 0.164 -6.407 0.639  -0.0008
H 1.530 -5.280 0.655  0.0014
H -0.126 -7.085 -2.737  0.0004
H -1.199 -5.782 -3.311  -0.0007
H -1.602 -6.670 -1.831  -0.0008

***

[4]
Entry from OMol25: a 2-piece molecular cluster, C4H12N2O overall at a distorted geometry (the ωB97M-V functional and the def2-TZVPD basis).

Values from the calculation:
structure (SMILES) = CCC/N=C\N.O
highest occupied orbital energy = -8.5287 eV
net charge = 0
HOMO-LUMO gap = 9.241 eV
E_LUMO = 0.71 eV
relative energy (zero: lowest compared OMol25 entry of this formula, charge and spin) = 55.2 kcal per mole
M = 104.2 g/mol

Each line ends with the Löwdin charge.
Cartesian coordinates (Å):
C -1.852 1.987 -0.484  -0.1234
C -0.788 0.868 -0.554  -0.2504
C -0.495 0.277 0.845  -0.2483
N 0.669 -0.627 0.814  -0.0200
C 0.776 -1.905 0.773  -0.2860
N 0.223 -2.862 -0.042  0.0904
H -1.400 2.892 -0.011  0.0818
H -2.853 1.662 -0.066  0.0843
H -2.194 2.400 -1.434  0.0531
H 0.144 1.393 -0.718  0.0826
H -0.848 0.067 -1.307  0.1059
H -0.164 1.117 1.435  0.0940
H -1.343 -0.181 1.380  0.1141
H 1.797 -2.205 1.080  0.1165
H -0.768 -2.747 -0.196  0.0860
H 0.651 -3.705 -0.374  0.0864
O 3.132 0.300 -0.349  -0.0840
H 2.393 0.378 0.280  -0.0028
H 2.920 0.891 -1.075  0.0197

***

[5]
Entry from OMol25: a 2-piece molecular cluster, C3H8FN overall at a distorted geometry (the ωB97M-V functional and the def2-TZVPD basis).

Values from the calculation:
highest occupied orbital energy = -9.7243 eV
net charge = 0
HOMO-LUMO gap = 10.743 eV
E_LUMO = 1.02 eV
relative energy (zero: lowest compared OMol25 entry of this formula, charge and spin) = 110.7 kcal per mole
M = 77.1 g/mol

Each line ends with the Löwdin charge.
Cartesian coordinates (Å):
C -1.479 0.756 0.942  -0.1731
C 0.052 -0.433 -0.230  -0.2710
C 1.298 -0.491 -1.067  -0.1561
H -1.888 1.514 1.716  0.0837
H -2.326 0.882 0.218  0.0538
H -1.425 -0.715 1.181  0.1698
H 0.439 1.202 0.716  -0.0097
H 0.544 -1.176 0.694  0.1824
H -0.506 -1.099 -0.948  0.1304
H 1.277 0.154 -1.800  0.0444
H 1.759 -1.560 -1.367  0.1668
N -0.254 1.027 0.196  -0.0498
F 2.509 -0.063 -0.251  -0.1716

***

[6]
Entry from OMol25: an isolated ion of composition C7H12N5 and charge +1 at a distorted geometry (the ωB97M-V functional and the def2-TZVPD basis).

Values from the calculation:
structure (SMILES) = [H]/N=[N+]1\C=CN[C@]12[C@H]1CNCCN12
highest occupied orbital energy (spin up / spin down) = -12.7604 / -12.7611 eV
net charge = +1
HOMO-LUMO gap (spin up / spin down) = 7.771 / 7.771 eV
E_LUMO (spin up / spin down) = -4.99 / -4.99 eV
relative energy (zero: lowest compared OMol25 entry of this formula, charge and spin) = 99.7 kcal per mole
M = 166.2 g/mol

Each line ends with the Löwdin charge.
Cartesian coordinates (Å):
H 4.167 -0.897 -0.003  0.1042
N 3.230 -1.321 -0.125  0.2133
N 2.415 -0.348 -0.144  -0.0728
C 2.902 0.909 0.027  -0.0522
C 1.814 1.789 0.196  0.0274
N 0.615 1.115 0.148  0.1037
C 0.870 -0.287 -0.199  -0.1988
C -0.108 -1.232 0.363  -0.1840
C -1.262 -0.785 1.274  -0.1430
N -1.842 0.441 0.736  -0.0975
C -2.404 0.036 -0.568  -0.1897
C -1.266 -0.169 -1.530  -0.1539
N -0.180 -0.970 -1.015  0.0753
H 3.915 1.204 0.005  0.1208
H 1.872 2.907 0.446  0.1701
H -0.413 1.307 0.405  0.1394
H 0.116 -2.350 0.632  0.1914
H -2.155 -1.384 1.343  0.1194
H -0.804 -0.737 2.298  0.1464
H -2.721 0.668 1.234  0.1491
H -3.007 0.890 -0.758  0.1177
H -3.121 -0.844 -0.549  0.1493
H -1.754 -0.701 -2.460  0.1727
H -0.878 0.759 -1.756  0.0917

***

Which formula does entry 2 have? C22H24N6O2S